Record 1
Formula: C20H55F6N5Na2O5P
Source: the Open Molecules 2025 dataset
Level of theory: the ωB97M-V functional and the def2-TZVPD basis

Geometry as XYZ:
```
94
Properties=species:S:1:pos:R:3
Na -6.690 4.890 -23.713
Na -7.527 1.681 -21.782
P -6.997 1.592 -25.139
F -7.788 1.888 -26.543
F -6.123 3.034 -25.274
F -8.205 2.341 -24.333
F -6.224 1.187 -23.787
F -7.870 0.213 -25.135
F -5.744 0.727 -25.822
C -0.303 5.376 -24.761
C 0.232 4.471 -23.642
C -0.875 3.958 -22.662
O -2.016 3.535 -23.485
C -3.272 3.345 -22.816
N 0.889 3.337 -24.264
H -0.742 4.629 -25.423
H 0.383 6.003 -25.331
H -1.144 5.973 -24.410
H 0.981 4.969 -23.026
H -1.035 4.673 -21.855
H -0.391 3.231 -22.009
H -3.219 2.550 -22.072
H -4.159 3.308 -23.449
H -3.453 4.072 -22.024
H 1.412 3.733 -25.032
H 0.191 2.855 -24.813
C -11.415 3.758 -28.162
C -11.720 2.567 -27.344
C -10.872 1.358 -27.834
O -11.345 0.868 -29.148
C -10.366 0.118 -29.901
N -11.310 2.781 -25.947
H -11.848 3.678 -29.159
H -10.345 3.874 -28.333
H -11.750 4.697 -27.720
H -12.807 2.545 -27.424
H -11.012 0.593 -27.070
H -9.809 1.598 -27.830
H -9.405 0.627 -29.977
H -10.750 0.015 -30.916
H -10.081 -0.848 -29.484
H -10.312 2.631 -25.911
H -11.680 1.927 -25.554
C -2.563 2.996 -26.812
C -2.077 1.577 -26.534
C -1.228 0.965 -27.640
O -2.079 0.678 -28.835
C -1.473 0.002 -29.938
N -1.206 1.609 -25.369
H -3.012 3.493 -25.952
H -3.264 3.052 -27.645
H -1.775 3.699 -27.081
H -2.909 0.966 -26.185
H -0.895 0.018 -27.215
H -0.343 1.579 -27.809
H -0.872 -0.821 -29.550
H -0.766 0.530 -30.578
H -2.192 -0.455 -30.618
H -1.809 2.141 -24.758
H -1.148 0.644 -25.076
C -2.858 -0.297 -23.367
C -3.435 -1.136 -22.068
C -3.474 -0.174 -20.795
O -2.238 0.315 -20.364
C -2.106 1.097 -19.206
N -4.842 -1.661 -22.347
H -1.828 0.049 -23.272
H -3.370 0.663 -23.420
H -3.024 -0.782 -24.329
H -2.842 -2.046 -21.984
H -4.014 -0.626 -19.963
H -4.044 0.698 -21.115
H -2.804 0.902 -18.393
H -2.130 2.166 -19.415
H -1.120 0.884 -18.791
H -5.231 -0.934 -22.929
H -4.853 -2.444 -22.984
C -11.354 -0.662 -21.549
C -10.377 -0.547 -22.728
C -11.111 -0.710 -24.003
O -11.354 -2.119 -24.196
C -11.691 -2.510 -25.504
N -9.678 0.714 -22.662
H -11.699 -1.695 -21.602
H -12.193 -0.016 -21.808
H -10.852 -0.413 -20.614
H -9.677 -1.374 -22.614
H -10.506 -0.409 -24.857
H -12.039 -0.139 -23.972
H -11.763 -3.596 -25.449
H -10.888 -2.419 -26.235
H -12.613 -2.028 -25.831
H -10.356 1.461 -22.690
H -9.245 0.782 -23.572
```

HOMO level in eV: -10.7
ΔE to the lowest compared entry with this formula, charge and spin in kJ/mol: 389.0
Total charge: +1

Per-atom Mulliken charges, elementary charge units:
1. Na 0.927
2. Na 0.902
3. P 1.466
4. F -0.336
5. F -0.456
6. F -0.385
7. F -0.436
8. F -0.391
9. F -0.317
10. C -0.800
11. C 0.003
12. C -0.783
13. O -0.229
14. C -0.394
15. N -0.728
16. H -0.004
17. H 0.367
18. H 0.255
19. H 0.434
20. H 0.525
21. H 0.308
22. H 0.062
23. H -0.223
24. H 0.621
25. H 0.324
26. H 0.414
27. C -1.646
28. C 0.581
29. C -0.096
30. O -0.399
31. C -0.725
32. N -0.769
33. H 0.362
34. H 0.262
35. H 0.407
36. H 0.431
37. H 0.112
38. H 0.223
39. H 0.320
40. H 0.282
41. H 0.270
42. H 0.213
43. H 0.188
44. C -1.629
45. C 1.453
46. C -0.774
47. O -0.317
48. C -0.805
49. N -0.449
50. H 0.263
51. H 0.449
52. H 0.236
53. H -0.047
54. H 0.442
55. H 0.337
56. H 0.322
57. H 0.306
58. H 0.262
59. H -0.366
60. H 0.253
61. C -1.000
62. C 0.259
63. C -0.472
64. O -0.343
65. C -0.738
66. N -0.685
67. H 0.556
68. H -0.112
69. H 0.436
70. H 0.471
71. H 0.489
72. H -0.200
73. H 0.341
74. H 0.232
75. H 0.270
76. H 0.060
77. H 0.347
78. C -1.426
79. C 0.124
80. C -0.168
81. O -0.406
82. C -0.758
83. N -0.331
84. H 0.364
85. H 0.373
86. H 0.365
87. H 0.330
88. H -0.012
89. H 0.378
90. H 0.298
91. H 0.271
92. H 0.319
93. H 0.264
94. H 0.029

Record 2
Formula: C20H56FO13PS8
Source: the Open Molecules 2025 dataset
Level of theory: the ωB97M-V functional and the def2-TZVPD basis

Geometry as XYZ:
```
99
Properties=species:S:1:pos:R:3
C -3.851 1.678 -1.049
C -2.431 1.269 -0.631
F -1.640 2.416 -0.638
C -2.404 0.511 0.729
O -3.515 -0.365 0.921
C -3.544 -1.398 0.019
O -4.564 -1.682 -0.459
P -2.376 1.637 2.210
O -1.263 2.586 2.193
O -2.322 0.604 3.494
O -3.843 2.319 2.280
H -4.534 0.825 -1.077
H -4.240 2.487 -0.420
H -3.785 2.059 -2.082
H -2.031 0.590 -1.398
H -1.438 -0.033 0.773
H -2.645 -1.991 -0.230
H -2.790 1.040 4.254
H -3.778 3.273 2.427
C -7.061 3.283 -4.002
S -7.536 2.743 -2.351
O -6.503 1.785 -1.886
C -8.964 1.779 -2.876
H -6.153 3.878 -3.917
H -6.871 2.416 -4.635
H -7.857 3.895 -4.428
H -8.651 1.009 -3.582
H -9.699 2.439 -3.338
H -9.400 1.310 -1.996
C 2.515 -2.209 3.670
S 0.831 -1.642 3.399
O 0.559 -1.725 1.932
C 1.112 0.085 3.802
H 2.564 -3.270 3.441
H 3.200 -1.667 3.017
H 2.787 -2.052 4.714
H 1.873 0.502 3.141
H 1.431 0.175 4.842
H 0.175 0.619 3.669
C 4.686 -4.005 0.162
S 3.963 -5.003 1.466
O 4.505 -4.506 2.763
C 4.854 -6.511 1.057
H 4.297 -2.991 0.249
H 5.772 -3.988 0.267
H 4.410 -4.419 -0.808
H 5.928 -6.331 1.105
H 4.570 -6.838 0.056
H 4.580 -7.276 1.782
C -2.068 3.334 7.751
S -2.324 1.699 7.063
O -2.922 1.887 5.707
C -3.659 1.216 8.168
H -1.291 3.834 7.174
H -2.992 3.911 7.691
H -1.746 3.246 8.789
H -4.484 1.925 8.083
H -3.287 1.190 9.192
H -4.001 0.224 7.880
C 7.709 -6.199 -3.187
S 6.428 -4.941 -3.070
O 5.285 -5.541 -2.327
C 5.994 -4.952 -4.817
H 8.098 -6.382 -2.187
H 7.287 -7.120 -3.589
H 8.513 -5.838 -3.829
H 5.682 -5.954 -5.115
H 6.854 -4.632 -5.406
H 5.171 -4.255 -4.968
C 0.249 -0.579 -4.044
S -1.509 -0.282 -4.257
O -2.204 -0.859 -3.072
C -1.727 -1.435 -5.619
H 0.599 0.020 -3.204
H 0.424 -1.635 -3.836
H 0.779 -0.279 -4.951
H -1.424 -2.436 -5.309
H -1.129 -1.106 -6.471
H -2.780 -1.443 -5.895
C -1.132 7.637 5.679
S -0.085 6.173 5.707
O -0.204 5.571 7.067
C 1.479 7.059 5.650
H -2.169 7.315 5.748
H -0.892 8.280 6.527
H -0.979 8.173 4.742
H 1.551 7.739 6.500
H 1.547 7.614 4.715
H 2.286 6.330 5.699
C 4.359 0.395 -7.816
S 3.212 -0.990 -7.878
O 1.950 -0.548 -7.229
C 4.093 -2.016 -6.689
H 3.978 1.182 -8.464
H 4.434 0.768 -6.794
H 5.337 0.072 -8.174
H 4.185 -1.487 -5.739
H 5.080 -2.261 -7.082
H 3.523 -2.932 -6.542
```

HOMO level in eV: -7.9

Per-atom Mulliken charges, elementary charge units:
1. C -1.312
2. C 0.815
3. F -0.398
4. C 0.284
5. O -0.478
6. C 0.113
7. O -0.447
8. P 0.901
9. O -0.770
10. O -0.440
11. O -0.525
12. H 0.328
13. H 0.312
14. H 0.417
15. H -0.225
16. H 0.423
17. H 0.413
18. H 0.413
19. H 0.341
20. C -0.958
21. S 0.395
22. O -0.468
23. C -1.010
24. H 0.304
25. H 0.292
26. H 0.396
27. H 0.304
28. H 0.397
29. H 0.316
30. C -0.812
31. S 0.485
32. O -0.600
33. C -0.789
34. H 0.201
35. H 0.277
36. H 0.395
37. H 0.296
38. H 0.375
39. H 0.173
40. C -0.790
41. S 0.531
42. O -0.636
43. C -0.929
44. H 0.376
45. H 0.284
46. H 0.239
47. H 0.252
48. H 0.324
49. H 0.351
50. C -0.760
51. S 0.509
52. O -0.714
53. C -1.010
54. H 0.138
55. H 0.328
56. H 0.399
57. H 0.289
58. H 0.377
59. H 0.337
60. C -1.011
61. S 0.543
62. O -0.590
63. C -0.873
64. H 0.336
65. H 0.318
66. H 0.372
67. H 0.363
68. H 0.409
69. H 0.128
70. C -0.889
71. S 0.471
72. O -0.552
73. C -0.990
74. H 0.359
75. H 0.309
76. H 0.299
77. H 0.297
78. H 0.367
79. H 0.343
80. C -0.961
81. S 0.641
82. O -0.684
83. C -1.018
84. H 0.301
85. H 0.325
86. H 0.356
87. H 0.325
88. H 0.371
89. H 0.319
90. C -0.969
91. S 0.399
92. O -0.543
93. C -1.062
94. H 0.325
95. H 0.306
96. H 0.378
97. H 0.368
98. H 0.426
99. H 0.358

Record 3
Formula: C20H56FeO10
Source: the Open Molecules 2025 dataset
Level of theory: the ωB97M-V functional and the def2-TZVPD basis

Geometry as XYZ:
```
87
Properties=species:S:1:pos:R:3
Fe 0.822 -0.857 2.931
C 1.857 -4.630 4.315
C 0.742 -4.168 3.397
O 0.970 -2.985 2.651
H 1.852 -4.036 5.228
H 2.828 -4.700 3.824
H 1.554 -5.605 4.695
H -0.260 -4.127 3.825
H 0.558 -4.922 2.632
C -2.519 -2.424 -1.617
C -1.672 -3.549 -0.995
O -0.669 -4.097 -1.712
H -2.910 -2.827 -2.551
H -1.922 -1.564 -1.922
H -3.377 -2.142 -1.006
H -2.394 -4.275 -0.621
H -1.320 -3.091 -0.070
C 0.165 3.400 2.518
C -0.198 2.416 3.570
O 0.045 1.040 3.325
H 0.969 2.978 1.915
H 0.414 4.379 2.929
H -0.636 3.545 1.793
H -1.220 2.431 3.946
H 0.405 2.669 4.442
C -0.795 1.012 -0.122
C 0.340 0.059 -0.258
O 0.812 -0.665 0.825
H -1.500 0.937 -0.950
H -0.616 2.042 0.184
H -1.407 0.761 0.745
H 1.240 0.480 -0.706
H 0.122 -0.615 -1.086
C 2.294 -0.120 -3.889
C 2.163 -1.624 -4.305
O 1.696 -2.325 -3.195
H 1.449 0.474 -4.237
H 3.247 0.272 -4.244
H 2.335 -0.017 -2.804
H 3.098 -2.093 -4.610
H 1.394 -1.782 -5.060
H 0.843 -1.914 -3.032
C -5.543 0.294 0.980
C -4.047 0.527 0.930
O -3.545 0.814 2.275
H -5.724 -0.481 1.725
H -5.886 -0.032 -0.002
H -5.995 1.230 1.308
H -3.854 1.339 0.230
H -3.492 -0.323 0.532
H -3.012 1.613 2.253
C -3.046 -2.927 3.869
C -2.600 -2.361 2.539
O -1.711 -1.306 2.744
H -2.217 -3.328 4.451
H -3.751 -3.744 3.715
H -3.321 -2.093 4.514
H -3.499 -2.081 1.990
H -2.039 -3.105 1.974
H -2.304 -0.567 2.588
C 5.927 0.687 -0.128
C 4.455 0.316 -0.546
O 4.050 -0.886 0.078
H 6.481 -0.206 -0.417
H 6.068 0.801 0.947
H 6.396 1.486 -0.701
H 4.254 0.320 -1.617
H 3.734 1.058 -0.202
H 4.049 -0.614 0.998
C -1.413 1.189 -3.986
C -1.163 1.833 -5.373
O -1.799 3.081 -5.338
H -0.986 1.837 -3.220
H -0.813 0.282 -3.915
H -2.438 0.934 -3.718
H -1.448 1.220 -6.228
H -0.081 1.833 -5.512
H -2.014 3.271 -6.254
C 2.789 3.583 -0.457
C 1.937 4.929 -0.183
O 2.033 5.720 -1.310
H 2.272 2.805 -1.020
H 2.878 3.088 0.510
H 3.628 3.886 -1.083
H 2.299 5.449 0.704
H 0.900 4.594 -0.164
H 2.791 6.294 -1.180
```

2S+1: 7
HOMO level (spin up / spin down) in eV: -8.4 / -8.3

Per-atom Mulliken charges, elementary charge units:
1. Fe 0.902
2. C -1.203
3. C -0.060
4. O -0.466
5. H 0.294
6. H 0.276
7. H 0.356
8. H -0.001
9. H 0.260
10. C -0.659
11. C 0.315
12. O -0.386
13. H 0.424
14. H -0.064
15. H 0.247
16. H 0.434
17. H -0.304
18. C -0.545
19. C -0.807
20. O -0.495
21. H -0.007
22. H 0.445
23. H 0.210
24. H 0.323
25. H 0.282
26. C 0.089
27. C 1.741
28. O -0.094
29. H 0.171
30. H -0.004
31. H -0.458
32. H -0.702
33. H -0.533
34. C -0.112
35. C -0.259
36. O -0.495
37. H -0.119
38. H 0.472
39. H -0.300
40. H 0.350
41. H 0.256
42. H 0.163
43. C -1.518
44. C 0.514
45. O -0.587
46. H 0.324
47. H 0.379
48. H 0.368
49. H 0.410
50. H -0.139
51. H 0.234
52. C -1.425
53. C 0.208
54. O -0.153
55. H 0.273
56. H 0.365
57. H 0.358
58. H 0.130
59. H 0.206
60. H 0.023
61. C -1.316
62. C 0.484
63. O -0.450
64. H 0.360
65. H 0.317
66. H 0.384
67. H 0.125
68. H -0.142
69. H 0.305
70. C -0.783
71. C -0.407
72. O -0.502
73. H 0.274
74. H 0.146
75. H 0.469
76. H 0.360
77. H 0.179
78. H 0.318
79. C -0.556
80. C -0.312
81. O -0.532
82. H -0.018
83. H 0.325
84. H 0.316
85. H 0.294
86. H 0.109
87. H 0.343

In the order shown, the computed strongest force on any atom values come out to 5.92, 3.19, 3.27 eV/A.